Molecular formula: C22H18F5InN3O8S
Method: DFT, ωB97M-V with the def2-TZVPD basis set

The geometry in XYZ format:
```
58
Properties=species:S:1:pos:R:3:mulliken_charge:R:1
C 4.00 0.48 4.29 -0.147
C 3.39 1.40 3.75 -0.693
In 2.10 2.95 2.81 0.779
S -0.18 2.70 3.98 0.701
O -1.19 3.63 3.49 -0.658
O 0.10 2.83 5.41 -0.684
C -0.83 0.92 3.84 0.663
F -2.15 0.83 4.01 -0.275
F -0.21 0.20 4.77 -0.253
C -0.51 0.25 2.47 0.451
F -0.67 1.15 1.52 -0.168
F 0.70 -0.24 2.42 -0.196
F -1.36 -0.75 2.25 -0.304
H 4.20 -0.44 4.77 0.359
H 2.64 4.58 3.19 -0.307
H 1.83 2.63 1.13 -0.227
C 4.85 -0.87 -3.42 -0.469
C 5.63 -0.14 -2.52 -0.427
C 5.05 0.86 -1.76 -0.407
C 3.70 1.13 -1.91 0.031
C 2.92 0.42 -2.81 -0.299
C 3.50 -0.58 -3.56 -0.403
N 3.07 2.17 -1.08 1.060
O 3.79 2.78 -0.31 -0.586
O 1.88 2.34 -1.22 -0.564
H 5.30 -1.66 -4.00 0.373
H 6.68 -0.37 -2.41 0.373
H 5.65 1.42 -1.06 0.450
H 1.87 0.64 -2.92 0.478
H 2.90 -1.15 -4.26 0.382
C -1.87 -5.69 0.68 -0.426
C -1.11 -4.74 1.36 -0.469
C -0.09 -4.07 0.70 -0.345
C 0.16 -4.37 -0.63 0.013
C -0.59 -5.31 -1.32 -0.384
C -1.60 -5.98 -0.65 -0.386
N 1.22 -3.64 -1.33 1.084
O 1.86 -2.83 -0.69 -0.593
O 1.40 -3.88 -2.51 -0.632
H -2.67 -6.21 1.19 0.372
H -1.32 -4.52 2.39 0.398
H 0.50 -3.34 1.23 0.551
H -0.38 -5.53 -2.35 0.441
H -2.19 -6.72 -1.18 0.365
C -2.87 1.67 -0.74 -0.365
C -2.86 3.06 -0.75 -0.482
C -3.99 3.76 -1.14 -0.328
C -5.13 3.05 -1.51 0.027
C -5.15 1.67 -1.51 -0.216
C -4.01 0.98 -1.12 -0.623
N -6.34 3.79 -1.90 1.005
O -6.28 5.00 -1.91 -0.609
O -7.33 3.14 -2.19 -0.619
H -1.99 1.13 -0.43 0.486
H -1.97 3.59 -0.45 0.451
H -3.98 4.84 -1.14 0.431
H -6.04 1.13 -1.81 0.435
H -4.02 -0.10 -1.12 0.387
```

Values from the calculation:
Total charge: -1
Total energy in eV: -73542.834
E_HOMO in eV: -5.643
Molar mass in g mol⁻¹: 694.3

---

Molecular formula: C22H18FN7O
Method: DFT, ωB97M-V with the def2-TZVPD basis set

The geometry in XYZ format:
```
49
Properties=species:S:1:pos:R:3:nbo_charge:R:1
C -0.97 -1.23 3.52 -0.611
C -1.11 -2.17 2.33 -0.399
H -0.84 -3.19 2.62 0.217
H -2.15 -2.18 1.99 0.226
C -0.21 -1.77 1.15 -0.108
N 1.16 -2.14 1.43 -0.567
C 2.17 -1.80 0.60 0.470
N 3.41 -1.91 1.08 -0.523
C 4.44 -1.61 0.30 0.274
N 4.42 -1.17 -0.94 -0.507
C 3.19 -1.07 -1.43 0.344
N 2.78 -0.65 -2.66 -0.536
C 1.42 -0.72 -2.66 0.215
N 0.92 -1.15 -1.55 -0.481
C 2.00 -1.39 -0.73 -0.067
H 0.83 -0.44 -3.51 0.203
H 3.38 -0.34 -3.41 0.431
H 5.41 -1.72 0.75 0.177
H 1.43 -2.20 2.40 0.408
C -0.31 -0.29 0.83 0.530
N 0.66 0.46 1.22 -0.547
C 0.65 1.78 0.89 0.276
C 1.74 2.57 1.28 -0.259
C 1.78 3.90 0.95 -0.157
C 0.74 4.48 0.22 -0.310
C -0.33 3.71 -0.17 0.464
C -0.40 2.34 0.15 -0.284
C -1.53 1.50 -0.25 0.662
O -2.51 1.86 -0.87 -0.570
N -1.39 0.16 0.14 -0.496
C -2.46 -0.70 -0.25 0.230
C -3.67 -0.65 0.44 -0.231
C -4.71 -1.46 0.04 -0.196
C -4.56 -2.31 -1.05 -0.206
C -3.36 -2.34 -1.74 -0.204
C -2.31 -1.53 -1.35 -0.245
H -1.37 -1.54 -1.88 0.250
H -3.25 -2.99 -2.60 0.216
H -5.38 -2.94 -1.36 0.216
H -5.65 -1.43 0.57 0.216
H -3.78 0.02 1.27 0.224
F -1.30 4.29 -0.88 -0.300
H 0.76 5.52 -0.05 0.231
H 2.62 4.51 1.26 0.220
H 2.53 2.10 1.84 0.231
H -0.52 -2.33 0.25 0.242
H -1.53 -1.62 4.37 0.218
H 0.07 -1.13 3.83 0.206
H -1.34 -0.24 3.28 0.208
```

Values from the calculation:
Total energy in eV: -38304.013
E_HOMO in eV: -8.418
SMILES: CC[C@H](Nc1ncnc2[nH]cnc12)c1nc2cccc(F)c2c(=O)n1-c1ccccc1
Molar mass in g mol⁻¹: 415.4

---

Molecular formula: C22H18InN2PSe7Te
Method: DFT, ωB97M-V with the def2-TZVPD basis set

The geometry in XYZ format:
```
52
Properties=species:S:1:pos:R:3:nbo_charge:R:1
In 0.98 0.10 1.58 1.034
Se -1.89 -3.17 2.28 0.206
Se -2.01 -1.67 0.52 0.234
C -2.29 -0.10 1.60 0.026
C -3.56 0.37 1.86 -0.257
C -3.70 1.48 2.69 -0.144
C -2.58 2.06 3.24 -0.214
C -1.34 1.53 2.93 0.084
N -1.20 0.49 2.11 -0.588
C 0.00 -3.40 2.58 0.055
C 0.35 -4.67 3.01 -0.261
C 1.68 -4.94 3.30 -0.136
C 2.61 -3.93 3.12 -0.251
C 2.17 -2.70 2.66 0.061
N 0.89 -2.42 2.41 -0.493
H -4.41 -0.14 1.43 0.236
H -4.69 1.87 2.91 0.227
H -2.62 2.89 3.93 0.268
H -0.44 1.96 3.35 0.261
H -0.40 -5.44 3.10 0.233
H 1.98 -5.92 3.65 0.228
H 3.66 -4.09 3.32 0.235
H 2.88 -1.90 2.51 0.221
Se 1.20 2.25 0.00 -0.320
P 0.98 0.71 -1.52 1.004
Se 1.66 -1.19 -0.65 -0.369
C -0.74 0.50 -2.04 -0.452
C -1.75 1.27 -1.49 -0.205
C -3.07 1.05 -1.88 -0.205
C -3.37 0.07 -2.81 -0.190
C -2.35 -0.70 -3.36 -0.226
C -1.04 -0.49 -2.98 -0.123
C 1.90 1.10 -3.02 -0.332
C 3.19 0.64 -3.21 -0.206
C 3.89 1.00 -4.36 -0.193
C 3.30 1.82 -5.30 -0.186
C 2.01 2.29 -5.11 -0.205
C 1.30 1.93 -3.97 -0.206
H -1.51 2.04 -0.77 0.248
H -3.86 1.66 -1.45 0.223
H -4.40 -0.10 -3.10 0.221
H -2.59 -1.47 -4.09 0.223
H -0.25 -1.10 -3.40 0.218
H 3.65 0.00 -2.47 0.236
H 4.90 0.63 -4.50 0.221
H 3.85 2.09 -6.20 0.220
H 1.54 2.93 -5.85 0.222
H 0.29 2.29 -3.83 0.226
Se 2.21 0.64 3.70 -0.315
Se -0.29 2.75 5.99 -0.705
Te 0.64 4.24 4.31 0.134
Se 2.65 2.87 3.30 -0.223
```

Values from the calculation:
ΔE to the lowest compared entry with this formula, charge and spin in kJ/mol: 0.0
Total energy in eV: -505269.699
E_HOMO in eV: -5.623
Molar mass in g mol⁻¹: 1136.5

---

Number 1: frontier orbital gap 6.61 eV. Number 2: frontier orbital gap 9.00 eV. Number 3: frontier orbital gap 4.89 eV.